#w
The following is a DFT calculation (ωB97M-V/def2-TZVPD) of the ion C4H9N2S2 with charge +1.

Output
* SMILES string: C[N+](C)=C1NCSS1
* HOMO: -0.4644 Eh
* orbital gap: 8.925 eV
* lowest unoccupied orbital energy: -3.713 eV
* charge: +1

Element x y z (Å)
C: -1.53 1.33 0.14
N: -0.67 0.29 0.69
C: -0.63 0.17 2.15
C: 0.35 -0.30 0.00
N: 0.80 -0.07 -1.29
C: 1.57 -1.03 -1.99
S: 2.52 -2.06 -0.71
S: 1.22 -1.65 0.82
H: -2.10 0.82 -0.67
H: -2.30 1.65 0.80
H: -0.99 2.15 -0.33
H: -1.18 -0.72 2.44
H: 0.43 0.03 2.42
H: -1.26 1.00 2.59
H: 0.47 0.76 -1.78
H: 0.97 -1.81 -2.52
H: 2.33 -0.56 -2.75

#x
The following is a DFT calculation (ωB97M-V/def2-TZVPD) of the ion C4H9N2S2 with charge +1.

Output
* SMILES string: [H]/N=C/C[N@@H+](C)C(=S)S
* HOMO: -0.4827 Eh
* orbital gap: 8.248 eV
* lowest unoccupied orbital energy: -4.886 eV
* charge: +1

Element x y z (Å)
H: 1.27 2.66 0.55
N: 0.88 1.71 0.34
C: 1.18 1.05 -0.64
C: 0.72 -0.29 -1.03
N: -0.23 -0.92 -0.10
C: 0.37 -1.13 1.25
C: -1.57 -0.11 -0.27
S: -2.44 -0.71 -1.50
S: -1.71 0.97 0.99
H: 1.85 1.57 -1.42
H: 1.59 -0.96 -1.25
H: 0.08 -0.22 -1.88
H: -0.51 -1.86 -0.48
H: 1.04 -1.99 1.12
H: 0.59 -0.10 1.69
H: -0.46 -1.51 2.08
H: -2.64 1.83 0.55

Stability check: which of them is most stable? #w.

#w
The following is a DFT calculation (ωB97M-V/def2-TZVPD) of the molecule C3H4FN3S.

Output
* SMILES string: [H]/N=c1/[nH]cc(F)n1S
* HOMO: -0.2876 Eh
* orbital gap: 8.409 eV
* lowest unoccupied orbital energy: 0.584 eV

Element x y z (Å)
H: 2.43 0.37 -0.82
N: 1.82 1.11 -0.54
C: 0.70 0.65 -0.20
N: -0.38 1.41 0.23
C: -1.53 0.63 0.41
C: -1.16 -0.64 0.20
F: -1.83 -1.77 0.31
N: 0.20 -0.68 -0.14
S: 1.04 -2.03 -0.70
H: -0.38 2.39 0.05
H: -2.48 0.99 0.72
H: 1.57 -2.43 0.48

#x
The following is a DFT calculation (ωB97M-V/def2-TZVPD) of the molecule C3H4FN3S.

Output
* SMILES string: Nc1ncc(F)n1S
* HOMO: -0.3212 Eh
* orbital gap: 8.814 eV
* lowest unoccupied orbital energy: 0.072 eV

Element x y z (Å)
N: 2.05 -0.24 0.40
C: 0.71 0.09 0.37
N: -0.02 0.23 1.41
C: -1.50 0.15 1.11
C: -1.44 0.40 -0.21
F: -2.48 0.31 -1.00
N: -0.05 0.32 -0.74
S: 0.44 -0.35 -2.22
H: 2.45 -0.04 1.38
H: 2.59 0.47 -0.16
H: -2.26 0.35 1.84
H: -0.49 -1.71 -2.17

Stability check: which of them is most stable? #w.

#w
The following is a DFT calculation (ωB97M-V/def2-TZVPD) of a structure of composition CuI.

Output
* HOMO (spin up / spin down): -0.5767 / -0.5640 Eh
* orbital gap (spin up / spin down): 9.110 / 6.719 eV
* lowest unoccupied orbital energy (spin up / spin down): -6.584 / -8.628 eV
* charge: +1
* spin multiplicity: 2

Element x y z (Å)
Cu: 1.15 0.79 0.22
I: -1.15 -0.79 -0.22

#x
The following is a DFT calculation (ωB97M-V/def2-TZVPD) of a structure of composition CuI.

Output
* HOMO (spin up / spin down): -0.5915 / -0.5805 Eh
* orbital gap (spin up / spin down): 9.885 / 6.608 eV
* lowest unoccupied orbital energy (spin up / spin down): -6.212 / -9.188 eV
* charge: +1
* spin multiplicity: 2

Element x y z (Å)
Cu: -0.68 -19.73 4.32
I: -2.55 -20.82 3.94

Stability check: which of them is most stable? #w.

#w
The following is a DFT calculation (ωB97M-V/def2-TZVPD) of the molecule C23H25N3O4S.

Output
* SMILES string: CCOc1ccc(S(=O)(=O)N(CC(=O)NCc2cccnc2)c2ccc(C)cc2)cc1
* HOMO: -0.3081 Eh
* orbital gap: 8.939 eV
* lowest unoccupied orbital energy: 0.555 eV

Element x y z (Å)
C: 6.63 -2.81 0.52
C: 5.49 -3.50 1.26
O: 4.37 -3.73 0.43
C: 3.53 -2.72 0.11
C: 2.51 -3.06 -0.79
C: 1.58 -2.11 -1.18
C: 1.66 -0.83 -0.66
S: 0.51 0.42 -1.22
O: 0.48 1.50 -0.29
O: 0.84 0.73 -2.58
N: -0.97 -0.38 -1.26
C: -1.66 -0.44 -2.54
C: -2.49 0.83 -2.77
O: -3.71 0.82 -2.78
N: -1.74 1.94 -2.92
C: -2.26 3.26 -2.64
C: -1.85 3.64 -1.23
C: -2.36 2.93 -0.15
C: -1.89 3.21 1.12
C: -0.93 4.19 1.26
N: -0.45 4.89 0.24
C: -0.89 4.60 -0.97
C: -1.68 -0.52 -0.06
C: -3.08 -0.61 -0.03
C: -3.73 -0.76 1.18
C: -3.04 -0.81 2.38
C: -3.77 -0.97 3.68
C: -1.66 -0.72 2.34
C: -0.99 -0.59 1.14
C: 2.66 -0.48 0.22
C: 3.60 -1.42 0.61
H: 7.49 -2.70 1.18
H: 6.93 -3.40 -0.34
H: 6.34 -1.82 0.17
H: 5.81 -4.50 1.57
H: 5.20 -2.93 2.15
H: 2.47 -4.07 -1.16
H: 0.79 -2.36 -1.87
H: -2.30 -1.32 -2.57
H: -0.88 -0.51 -3.31
H: -0.73 1.83 -2.88
H: -1.86 3.97 -3.36
H: -3.35 3.21 -2.73
H: -3.11 2.16 -0.31
H: -2.26 2.66 1.98
H: -0.52 4.45 2.23
H: -0.46 5.19 -1.78
H: -3.66 -0.56 -0.93
H: -4.81 -0.82 1.18
H: -3.18 -0.58 4.51
H: -3.97 -2.02 3.88
H: -4.73 -0.45 3.66
H: -1.09 -0.77 3.26
H: 0.09 -0.53 1.14
H: 2.69 0.53 0.60
H: 4.37 -1.13 1.31

#x
The following is a DFT calculation (ωB97M-V/def2-TZVPD) of the molecule C23H25N3O4S.

Output
* SMILES string: CCc1ccc(NS(=O)(=O)c2ccc3[nH]cc(C(=O)N4CCCCC4)c(=O)c3c2)cc1
* HOMO: -0.3143 Eh
* orbital gap: 8.476 eV
* lowest unoccupied orbital energy: -0.077 eV

Element x y z (Å)
C: -1.82 -5.16 -0.66
C: -1.19 -3.79 -0.94
C: -2.15 -2.69 -0.60
C: -3.00 -2.16 -1.56
C: -3.90 -1.16 -1.25
C: -3.98 -0.67 0.05
N: -4.87 0.36 0.38
S: -4.27 1.71 1.18
O: -3.87 1.36 2.50
O: -5.28 2.72 1.01
C: -2.84 2.12 0.18
C: -3.02 2.97 -0.90
C: -1.96 3.21 -1.75
C: -0.73 2.58 -1.54
N: 0.32 2.80 -2.38
C: 1.52 2.21 -2.18
C: 1.77 1.38 -1.14
C: 3.11 0.68 -1.09
O: 3.48 0.03 -2.04
N: 3.84 0.85 0.03
C: 3.51 1.69 1.15
C: 3.34 0.85 2.41
C: 4.60 0.03 2.67
C: 4.92 -0.82 1.44
C: 5.05 0.08 0.21
C: 0.71 1.00 -0.21
O: 0.83 0.17 0.67
C: -0.57 1.71 -0.45
C: -1.64 1.50 0.42
C: -3.16 -1.21 1.03
C: -2.25 -2.20 0.70
H: -1.12 -5.95 -0.90
H: -2.10 -5.24 0.39
H: -2.72 -5.28 -1.26
H: -0.29 -3.68 -0.33
H: -0.91 -3.73 -1.99
H: -2.95 -2.53 -2.58
H: -4.55 -0.75 -2.02
H: -5.49 0.63 -0.36
H: -3.98 3.43 -1.04
H: -2.08 3.88 -2.59
H: 0.19 3.41 -3.18
H: 2.30 2.43 -2.90
H: 2.61 2.26 0.94
H: 4.34 2.40 1.29
H: 3.13 1.51 3.26
H: 2.49 0.19 2.27
H: 4.46 -0.61 3.54
H: 5.44 0.70 2.87
H: 5.84 -1.38 1.58
H: 4.10 -1.52 1.27
H: 5.21 -0.51 -0.70
H: 5.89 0.77 0.34
H: -1.51 0.85 1.27
H: -3.23 -0.84 2.04
H: -1.60 -2.61 1.47

Stability check: which of them is most stable? #x.

#w
The following is a DFT calculation (ωB97M-V/def2-TZVPD) of the ion C7H10N with charge +1.

Output
* SMILES string: C=C(C)[N+]#C/C=C/C
* HOMO: -0.5115 Eh
* orbital gap: 8.967 eV
* lowest unoccupied orbital energy: -4.952 eV
* charge: +1

Element x y z (Å)
C: -1.20 3.17 0.59
C: -0.28 2.17 0.59
C: 1.21 2.53 0.71
N: -0.50 0.92 0.30
C: -0.65 -0.13 -0.25
C: -0.70 -1.51 -0.82
C: -0.04 -2.42 -0.09
C: 0.18 -3.78 -0.69
H: -2.31 3.01 0.65
H: -0.81 4.10 0.84
H: 1.62 2.47 1.71
H: 1.39 3.55 0.30
H: 1.86 1.69 0.10
H: -1.21 -1.55 -1.78
H: 0.63 -1.89 0.60
H: 1.27 -3.92 -0.83
H: -0.25 -3.74 -1.71
H: -0.24 -4.69 -0.19

#x
The following is a DFT calculation (ωB97M-V/def2-TZVPD) of the ion C7H10N with charge +1.

Output
* HOMO: -0.5184 Eh
* orbital gap: 9.143 eV
* lowest unoccupied orbital energy: -4.963 eV
* charge: +1

Element x y z (Å)
C: -0.05 0.83 -0.55
C: 1.18 0.35 -0.60
C: -1.15 0.17 -0.06
C: -2.20 -1.93 0.20
C: 2.40 -0.10 -0.72
C: -2.41 1.13 0.44
C: 3.49 0.06 0.28
N: -1.38 -1.02 0.28
H: -0.30 1.73 -1.10
H: 2.54 -0.70 -1.58
H: -2.80 -2.08 -0.69
H: -2.35 -2.57 0.98
H: -3.00 0.43 1.02
H: -2.90 1.44 -0.56
H: -2.18 1.96 1.10
H: 4.38 0.35 -0.22
H: 3.58 -0.85 0.82
H: 3.15 0.82 0.96

Stability check: which of them is most stable? #w.

#w
The following is a DFT calculation (ωB97M-V/def2-TZVPD) of a cluster of 2 separate species, C3H5F2N in total.

Output
* SMILES string: [H]/N=C(\F)C=C.F
* HOMO: -0.3942 Eh
* orbital gap: 10.777 eV
* lowest unoccupied orbital energy: 0.050 eV

Element x y z (Å)
H: 0.70 2.76 -0.08
N: 0.68 1.75 -0.43
C: -0.27 1.00 -0.06
F: -1.18 1.59 0.62
C: -0.52 -0.45 -0.34
C: -1.34 -1.31 0.27
H: 0.17 -0.76 -1.09
H: -1.23 -2.28 -0.05
H: -2.11 -1.11 0.91
F: 2.71 0.33 0.04
H: 2.14 0.91 -0.30

#x
The following is a DFT calculation (ωB97M-V/def2-TZVPD) of a cluster of 3 separate species, C3H5F2N in total.

Output
* HOMO: -0.4041 Eh
* orbital gap: 11.162 eV
* lowest unoccupied orbital energy: 0.165 eV

Element x y z (Å)
C: 0.64 -0.51 0.16
C: 1.93 0.32 0.23
C: -2.69 -0.20 -0.42
N: 0.30 -1.58 0.41
F: -3.27 -1.32 0.06
F: -2.58 0.82 0.56
H: 1.68 1.01 0.95
H: 2.14 0.87 -0.64
H: 2.90 -0.18 0.45
H: -3.56 0.32 -1.21
H: -1.40 -0.32 -1.09

Stability check: which of them is most stable? #w.